one) {"formula": "H26O13", "method": "wB97M-V/def2-TZVPD", "homo_lumo_gap_ev": 7.451, "e_homo_ev": -7.8, "multiplicity": 1, "symbols": ["H", "H", "H", "H", "H", "H", "H", "H", "H", "H", "H", "H", "H", "H", "H", "H", "H", "H", "H", "H", "H", "H", "H", "H", "H", "H", "O", "O", "O", "O", "O", "O", "O", "O", "O", "O", "O", "O", "O"], "positions_angstrom": [[0.4538, -1.0356, -1.0316], [0.2257, -0.7120, 0.4563], [-2.8156, -1.0191, 1.4049], [-2.1768, -2.0056, 2.3112], [-1.0813, 1.6232, 3.4004], [0.0588, 1.2051, 4.0969], [1.8992, 2.7539, -2.4413], [0.6174, 3.3836, -2.2547], [-0.7950, 3.8978, 0.1511], [-1.7383, 2.8962, 0.7642], [1.6943, 2.4530, 3.1065], [1.3958, 0.9420, 3.1974], [2.8701, -0.3361, -1.1437], [2.6567, -1.1524, 0.1469], [2.0048, -0.9734, -4.7601], [1.9097, -1.2424, -6.3050], [-1.5106, -0.3708, -1.2458], [-1.4102, -0.4239, -2.7511], [0.7219, -4.5736, 1.1770], [-0.5880, -3.8925, 1.3808], [-2.5794, 0.2485, 4.6173], [-1.4594, -0.6143, 4.2167], [1.4293, -2.5396, -0.5454], [2.7649, -3.2943, -0.9452], [-2.2763, 1.9663, -3.1931], [-1.3336, 2.6215, -2.0330], [0.3683, -0.3439, -0.3744], [-2.2689, -1.8736, 1.3644], [-0.8457, 1.5338, 4.2820], [0.9619, 2.5847, -2.6146], [-1.3231, 3.1370, -0.1040], [1.5617, 1.7068, 2.5329], [2.6811, -1.2716, -0.7860], [1.3824, -1.0365, -5.5330], [-2.0202, -0.1185, -2.0798], [0.4114, -3.6887, 1.2840], [-1.8147, 0.1844, 4.0127], [1.8248, -3.4069, -0.9376], [-1.8570, 2.7875, -2.8245]]}

***

two) {"formula": "H26O13", "method": "wB97M-V/def2-TZVPD", "homo_lumo_gap_ev": 10.889, "e_homo_ev": -11.1, "multiplicity": 1, "symbols": ["O", "H", "H", "O", "H", "H", "O", "H", "H", "O", "H", "H", "O", "H", "H", "O", "H", "H", "O", "H", "H", "O", "H", "H", "O", "H", "H", "O", "H", "H", "O", "H", "H", "O", "H", "H", "O", "H", "H"], "positions_angstrom": [[-9.2845, 7.5407, -2.1708], [-8.4258, 7.1386, -2.0396], [-9.8197, 6.8446, -2.5520], [-7.9988, 4.0942, -5.2798], [-7.7650, 4.5382, -6.0949], [-8.9254, 3.8770, -5.3820], [-4.9984, 0.5391, 0.4210], [-4.7467, 1.4619, 0.3837], [-4.6870, 0.1718, -0.4062], [-7.2987, 3.5299, -1.9274], [-8.2278, 3.3799, -1.7524], [-7.2802, 3.9350, -2.7944], [-5.9636, 6.8264, -3.6924], [-6.3803, 7.6880, -3.7120], [-5.7306, 6.6518, -4.6042], [-11.4840, 4.5598, -3.3325], [-11.9566, 4.7364, -4.1460], [-11.4327, 3.6051, -3.2872], [-4.7910, 7.3772, -0.3442], [-5.1238, 7.0676, -1.1866], [-3.8845, 7.6281, -0.5218], [-8.3466, -0.2983, -0.6913], [-7.6342, -0.2500, -0.0537], [-8.6980, -1.1831, -0.5919], [-4.1158, 3.0831, -5.2068], [-4.1663, 2.2238, -5.6254], [-5.0237, 3.3014, -4.9966], [-9.9227, 4.8148, 0.9955], [-10.1990, 5.3850, 0.2780], [-9.1728, 5.2648, 1.3846], [-5.1946, -0.6827, -3.3675], [-6.0203, -0.2127, -3.2514], [-5.3834, -1.3370, -4.0402], [-3.7672, 3.8350, -0.3896], [-4.5458, 3.8305, -0.9464], [-4.0079, 4.3860, 0.3551], [-11.1217, 0.9804, -2.6733], [-11.0299, 0.4206, -3.4444], [-10.4604, 0.6566, -2.0617]]}

***

three) {"formula": "H26O13", "method": "wB97M-V/def2-TZVPD", "homo_lumo_gap_ev": 11.089, "e_homo_ev": -10.9, "multiplicity": 1, "symbols": ["O", "H", "H", "O", "H", "H", "O", "H", "H", "O", "H", "H", "O", "H", "H", "O", "H", "H", "O", "H", "H", "O", "H", "H", "O", "H", "H", "O", "H", "H", "O", "H", "H", "O", "H", "H", "O", "H", "H"], "positions_angstrom": [[0.0749, 0.4928, 0.0368], [0.1532, -0.4288, 0.2831], [0.8935, 0.8908, 0.3328], [0.4474, -1.6948, 2.1679], [0.7077, -1.9845, 3.0423], [-0.4281, -1.3270, 2.2877], [-0.2371, 1.9355, 2.9227], [-0.2416, 1.2072, 3.5438], [0.3078, 1.6293, 2.1977], [-0.3351, -3.3410, -0.3982], [-1.2651, -3.3832, -0.6207], [-0.3201, -3.2538, 0.5550], [2.1207, -0.7820, -2.3824], [2.2465, -0.9257, -1.4445], [2.8709, -1.2113, -2.7938], [-2.1838, -0.9332, 2.1451], [-2.4411, -1.2472, 1.2782], [-2.3854, 0.0024, 2.1310], [2.3824, -2.0284, 0.1945], [1.8433, -2.6584, -0.2837], [1.9075, -1.8777, 1.0118], [-0.7529, -1.9051, -2.6884], [-0.6149, -2.7658, -2.2929], [0.0691, -1.4378, -2.5393], [-0.6305, 1.3504, -2.8723], [-0.3697, 1.0708, -1.9947], [0.0819, 1.9189, -3.1647], [-1.6624, 3.3735, -0.5563], [-2.5164, 3.4803, -0.9751], [-1.3991, 2.4790, -0.7728], [-2.9243, -1.9357, -0.4938], [-3.6838, -1.8183, -1.0645], [-2.1738, -1.7116, -1.0440], [2.3386, 1.7937, 1.4837], [2.2260, 2.5117, 0.8607], [3.2703, 1.8098, 1.7026], [1.1839, 3.9969, 0.0677], [0.2668, 3.7652, 0.2140], [1.1723, 4.9431, -0.0768]]}

***

Each structure's energy above the most stable one, in eV: one) 8.978; two) 1.678; three) 0.000.

***

one) {"formula": "C5H14N2O", "method": "wB97M-V/def2-TZVPD", "homo_lumo_gap_ev": 9.234, "e_homo_ev": -8.3, "multiplicity": 1, "smiles": "C[C@H](O)[C@H](C)NCN", "symbols": ["C", "C", "O", "C", "C", "N", "C", "N", "H", "H", "H", "H", "H", "H", "H", "H", "H", "H", "H", "H", "H", "H"], "positions_angstrom": [[2.0864, -0.5210, 0.7253], [0.9552, 0.4194, 1.1194], [0.7236, 0.5140, 2.4807], [-0.2879, -0.0523, 0.3923], [-0.6090, -1.5212, 0.7403], [-0.0819, 0.4393, -1.0147], [-1.1260, 1.0435, -1.6955], [-1.5848, 0.0108, -2.6631], [2.6487, -0.0804, -0.0981], [2.8195, -0.6345, 1.5469], [1.8530, -1.5772, 0.4035], [1.1693, 1.5004, 0.8975], [0.8305, -0.3543, 2.9983], [-1.0973, 0.5064, 0.8958], [-0.2347, -2.1876, -0.0384], [-1.7015, -1.6576, 0.6958], [-0.0296, -1.8465, 1.6351], [0.4824, -0.1778, -1.6311], [-1.9889, 1.3916, -1.2057], [-0.6907, 1.9273, -2.2588], [-2.0791, 0.3675, -3.4793], [-2.2156, -0.6499, -2.1534]]}

***

two) {"formula": "C5H14N2O", "method": "wB97M-V/def2-TZVPD", "homo_lumo_gap_ev": [8.580, 8.834], "e_homo_ev": [-9.4, -9.5], "multiplicity": 1, "symbols": ["C", "C", "C", "C", "H", "H", "H", "H", "H", "H", "H", "H", "H", "H", "C", "O", "N", "N", "H", "H", "H", "H"], "positions_angstrom": [[-1.1777, 0.2633, -0.1416], [-2.4169, 1.0468, -0.5826], [-0.4903, -0.3961, -1.3404], [-1.5357, -0.7781, 0.9222], [-0.4729, 0.9744, 0.3056], [-2.1609, 1.8107, -1.3201], [-3.1535, 0.3775, -1.0359], [0.3961, -0.9545, -1.0333], [-1.1703, -1.0970, -1.8328], [-0.1844, 0.3466, -2.0807], [-0.6519, -1.3280, 1.2516], [-1.9896, -0.3103, 1.7986], [-2.2493, -1.5041, 0.5225], [-2.8941, 1.5432, 0.2653], [2.5372, 1.1890, 0.2941], [3.6950, 0.6585, 0.4712], [2.4162, -0.9528, 1.3233], [2.2589, -1.9221, 0.6757], [3.1003, -2.5060, 0.5248], [2.1117, 1.1829, -0.7261], [1.7561, 0.2624, 0.8670], [2.2761, 2.0938, 0.8717]]}

***

Each structure's energy above the most stable one, in eV: one) 0.000; two) 3.260.

***

one) {"formula": "C5H14N2O", "method": "wB97M-V/def2-TZVPD", "homo_lumo_gap_ev": [7.782, 7.784], "e_homo_ev": [-7.3, -7.4], "multiplicity": 1, "symbols": ["C", "C", "C", "C", "C", "N", "N", "O", "H", "H", "H", "H", "H", "H", "H", "H", "H", "H", "H", "H", "H", "H"], "positions_angstrom": [[1.8610, -0.3174, -0.1226], [0.3704, 0.2898, 0.2379], [-1.9794, 1.0942, -0.6978], [2.9246, 0.1379, 0.8697], [-2.9776, -0.0105, -0.9622], [-0.0789, -0.3225, 1.3166], [-0.6005, -1.5435, 1.2092], [2.1638, 0.0726, -1.4369], [2.2658, 1.0317, -1.4649], [1.7896, -1.4056, -0.1596], [-0.9295, -1.9480, 2.0718], [-0.1957, -2.2086, 0.5551], [-0.7246, 0.5264, -0.9286], [0.4699, 1.3620, 0.2982], [-2.0669, 1.4831, 0.3126], [-2.1526, 1.9591, -1.3345], [3.9030, -0.2132, 0.5393], [2.9478, 1.2230, 0.9305], [2.7276, -0.2728, 1.8654], [-2.8700, -0.8259, -0.2468], [-2.8362, -0.4499, -1.9578], [-4.0115, 0.3380, -0.8946]]}

***

two) {"formula": "C5H14N2O", "method": "wB97M-V/def2-TZVPD", "homo_lumo_gap_ev": 8.374, "e_homo_ev": -7.4, "multiplicity": 1, "smiles": "C[C@@H](N(C)C)N(C)O", "symbols": ["C", "C", "N", "C", "C", "N", "C", "O", "H", "H", "H", "H", "H", "H", "H", "H", "H", "H", "H", "H", "H", "H"], "positions_angstrom": [[0.0956, -0.3332, 1.7832], [0.4023, -0.3120, 0.2975], [-1.0659, -0.0954, -0.5124], [-1.9202, 1.0251, -0.2317], [-1.6253, -1.1267, -1.3251], [1.0694, 0.8314, -0.1410], [2.6304, 0.4190, 0.5172], [1.1884, 0.9239, -1.5157], [0.8953, -0.8234, 2.3342], [-0.0076, 0.6825, 2.1573], [-0.8372, -0.8705, 1.9380], [0.7472, -1.2749, -0.1111], [-2.8040, 0.7160, 0.3490], [-2.2695, 1.4863, -1.1621], [-1.3715, 1.7823, 0.3267], [-2.5132, -1.5787, -0.8515], [-1.9266, -0.7084, -2.2947], [-0.9023, -1.9245, -1.5145], [3.1596, -0.1184, -0.2739], [3.0532, 1.4034, 0.6943], [2.7375, -0.1377, 1.4429], [1.2646, 0.0339, -1.9066]]}

***

three) {"formula": "C5H14N2O", "method": "wB97M-V/def2-TZVPD", "homo_lumo_gap_ev": 10.043, "e_homo_ev": -9.3, "multiplicity": 1, "smiles": "C=NCC[C@@H](C)N.O", "symbols": ["C", "N", "C", "C", "C", "C", "N", "H", "H", "H", "H", "H", "H", "H", "H", "H", "H", "H", "H", "O", "H", "H"], "positions_angstrom": [[-0.4318, 2.1247, 2.1450], [-0.4093, 2.6519, 0.9745], [0.2270, 2.0167, -0.1759], [-0.2101, 0.5842, -0.2914], [0.6166, -0.5219, 0.3430], [-0.2890, -1.8691, 0.6273], [1.7503, -0.9195, -0.5306], [-0.0198, 1.3260, 2.6961], [-1.1301, 2.6438, 2.8070], [1.3505, 2.2687, -0.2766], [-0.1475, 2.5102, -1.0743], [-0.2327, 0.2569, -1.3062], [-1.1992, 0.5972, 0.2059], [1.1498, -0.2032, 1.3237], [0.2236, -2.5139, 1.2485], [-0.2492, -2.5173, -0.2284], [-1.2480, -1.7982, 1.0237], [1.5425, -1.3537, -1.3003], [2.4854, -1.3720, -0.1507], [-1.5691, -1.2276, -2.8763], [-0.6836, -1.4050, -3.2236], [-1.5264, -1.2787, -1.9605]]}

***

Each structure's energy above the most stable one, in eV: one) 2.111; two) 1.488; three) 0.000.